# 1
{"formula": "C16H22N2O3", "method": "ωB97M-V/def2-TZVPD", "symbols": ["O", "O", "O", "N", "N", "C", "C", "C", "C", "C", "C", "C", "C", "C", "C", "C", "C", "C", "C", "C", "C", "H", "H", "H", "H", "H", "H", "H", "H", "H", "H", "H", "H", "H", "H", "H", "H", "H", "H", "H", "H", "H", "H"], "coordinates": [[3.4053, 0.3373, 0.8175], [-0.9285, -2.5398, 2.4141], [0.9291, 0.3857, -1.6476], [2.6000, -1.1219, -1.4650], [-1.6217, -1.8041, 0.3750], [-1.4940, 1.4118, 1.1097], [1.3067, -0.7316, -1.3658], [-3.0168, 2.5276, -0.9104], [3.6642, -0.1541, -1.5814], [4.3269, 0.0882, -0.2107], [2.7801, 1.6025, 0.7626], [-0.7014, -2.2002, 1.2734], [-1.0905, -1.4120, -0.9075], [-3.0103, -1.6202, 0.7170], [-3.2368, -0.3437, 1.5456], [-1.7736, 3.0584, -0.6108], [-1.0150, 2.5009, 0.4036], [0.3827, -1.8412, -0.8741], [-2.7392, 0.8703, 0.8156], [-3.4962, 1.4418, -0.2002], [0.6662, -2.1546, 0.6043], [-1.3976, 3.9046, -1.1661], [-1.6457, -1.9035, -1.7129], [3.5251, 2.4031, 0.6894], [2.2311, 1.7042, 1.6969], [-3.6145, 2.9610, -1.6993], [-0.0471, 2.9152, 0.6436], [4.4177, -0.5066, -2.2902], [2.0826, 1.6761, -0.0773], [4.8598, -0.8148, 0.1027], [0.5425, -2.7289, -1.4918], [1.1862, -3.1000, 0.7571], [-4.3051, -0.2542, 1.7517], [3.2127, 0.7642, -1.9616], [1.2551, -1.3668, 1.0809], [2.8562, -2.0214, -1.0872], [-2.7066, -0.4575, 2.4919], [-1.1567, -0.3262, -1.0511], [-3.5859, -1.5822, -0.2104], [5.0486, 0.9133, -0.3012], [-0.8974, 0.9722, 1.8967], [-3.3290, -2.4846, 1.3078], [-4.4691, 1.0316, -0.4344]], "forces_ev_per_angstrom": [[0.0015, -0.1323, 0.0853], [-0.0797, -0.0280, 0.4504], [-0.1092, 0.3059, -0.0145], [0.3990, -0.1466, -0.1167], [-0.1069, 0.0010, -0.1850], [-0.0587, -0.0189, 0.0029], [-0.1815, -0.5756, -0.0959], [-0.0520, 0.0221, -0.0942], [0.0926, 0.2216, 0.3398], [-0.0170, -0.0677, -0.2717], [-0.0585, 0.0832, -0.0620], [0.3464, -0.2062, -0.2081], [-0.0008, 0.3020, -0.4345], [-0.1316, -0.0235, 0.4135], [0.0491, -0.1744, -0.1952], [0.0670, 0.0890, -0.0297], [0.0489, 0.0513, -0.0329], [-0.0928, 0.2495, 0.0203], [-0.0780, 0.0314, 0.1573], [0.0361, -0.0124, 0.0350], [-0.0413, -0.0562, 0.1118], [0.0309, 0.0689, -0.0469], [0.0516, 0.0361, 0.0318], [0.0036, 0.0150, 0.0375], [-0.0206, 0.0972, -0.0126], [-0.0412, 0.0389, -0.0552], [0.0904, 0.0252, 0.0043], [-0.0154, 0.1061, 0.0109], [0.0389, 0.0213, 0.0433], [0.0545, 0.0878, -0.0757], [-0.0077, 0.0653, 0.0467], [-0.0215, 0.0331, 0.0728], [-0.0046, -0.0002, 0.0661], [0.1183, -0.1046, -0.0367], [0.0191, -0.0406, 0.0272], [-0.1634, 0.0225, -0.0042], [-0.0705, -0.0134, 0.0194], [-0.0122, -0.2088, -0.0536], [0.0124, -0.0401, 0.0446], [0.0005, -0.0813, 0.0233], [0.0554, -0.0557, 0.1196], [-0.0399, 0.0534, -0.1195], [-0.1113, -0.0414, -0.0191]], "nbo_charge": [-0.542, -0.631, -0.629, -0.614, -0.435, -0.257, 0.703, -0.201, -0.263, -0.068, -0.269, 0.685, -0.207, -0.202, -0.452, -0.220, -0.183, -0.319, 0.076, -0.255, -0.504, 0.213, 0.193, 0.164, 0.193, 0.212, 0.209, 0.202, 0.197, 0.182, 0.225, 0.233, 0.215, 0.234, 0.249, 0.390, 0.230, 0.234, 0.199, 0.171, 0.213, 0.224, 0.206], "molar_mass_g_mol": 290.36, "total_energy_ev": -26072.6590, "de_lowest_kj_mol": 99.75, "smiles": "COCCNC(=O)[C@H]1CC(=O)N(CCc2ccccc2)C1"}



# 2
{"formula": "C19H19FeN7O2PS2SbSe4", "method": "ωB97M-V/def2-TZVPD", "symbols": ["Sb", "Se", "Se", "Se", "Se", "Fe", "S", "S", "P", "O", "O", "N", "N", "N", "N", "N", "N", "N", "C", "C", "C", "C", "C", "C", "C", "C", "C", "C", "C", "C", "C", "C", "C", "C", "C", "C", "C", "H", "H", "H", "H", "H", "H", "H", "H", "H", "H", "H", "H", "H", "H", "H", "H", "H", "H", "H"], "coordinates": [[-1.7908, 6.7418, -0.8131], [-1.9458, 4.2445, -0.2573], [-0.0215, 7.9393, 0.2986], [-3.5742, 8.3055, -0.5768], [-1.5795, 7.2002, -3.2342], [0.1501, 0.6989, 0.4785], [-1.7036, -3.1272, -1.0525], [-2.0356, 0.6985, 0.3698], [2.7188, -0.1003, 0.5801], [-1.2390, -4.2256, -0.2636], [-1.3763, -3.0465, -2.4455], [0.6811, 0.5720, -1.2797], [2.2353, -0.6628, -2.2035], [0.4502, -0.1498, 2.3542], [1.1820, 2.3035, 0.8395], [3.3089, 2.6739, 1.4389], [1.1785, -2.2455, 1.8542], [-1.1081, -1.7079, -0.2852], [2.3825, 1.7237, 1.0467], [-4.7681, -1.2109, 0.2741], [0.2558, -2.3349, 2.8904], [-3.4188, -2.8290, -0.8654], [4.6619, 2.3254, 1.7856], [-0.2227, -1.0833, 3.1176], [0.1994, 0.1223, -2.4756], [2.6906, 3.9226, 1.3274], [1.2833, -0.8510, 1.5437], [1.1884, -0.5839, -3.1148], [-2.1603, -0.9773, 0.0046], [1.3932, 3.6910, 0.9275], [-5.7617, -3.1975, -0.7577], [3.5858, -1.1036, -2.4214], [-3.4912, -1.6364, -0.1358], [1.8285, -0.0822, -1.0214], [-4.5259, -3.5422, -1.2818], [-5.8532, -2.0392, 0.0443], [1.8902, -3.2540, 1.1484], [5.1334, 1.5443, 1.1340], [2.7600, -2.7431, 0.6371], [-0.8037, 0.4222, -2.7967], [1.2189, -1.0284, -4.0565], [-4.4664, -4.4474, -1.9182], [-6.6792, -3.7845, -0.8879], [-4.7950, -0.2710, 0.7631], [5.2787, 3.2126, 1.8376], [0.5322, 4.2713, 0.6686], [-6.8747, -1.7399, 0.3482], [3.0354, 4.8610, 1.6235], [4.1825, -0.3066, -2.8989], [3.5791, -2.0175, -3.0705], [4.6580, 1.9078, 2.7992], [0.0287, -3.2363, 3.3783], [4.0193, -1.3754, -1.4360], [2.1448, -4.0308, 1.8736], [1.2718, -3.6861, 0.3112], [-0.9120, -0.7242, 3.8515]], "forces_ev_per_angstrom": [[1.0112, -1.6185, 0.5390], [-0.1662, 1.1578, -0.3531], [0.8533, -0.1232, 0.4280], [-1.3433, 0.4592, -0.3037], [-0.3006, 0.0511, -0.3327], [-1.9494, 0.0050, 3.0474], [1.4686, 2.1091, 0.6516], [-2.4733, -1.0260, 0.2339], [0.0611, 1.4573, 0.5883], [-0.0386, -1.1921, 0.0271], [0.2065, -0.5397, -0.6097], [0.7664, -2.5303, -1.7020], [-0.5218, -0.4566, 0.6643], [0.3791, -0.7979, -0.2565], [3.1960, 1.5357, -0.0026], [-0.5897, -0.5100, -1.1820], [-0.0480, 2.7896, 0.1777], [-1.4640, -1.6048, -1.0019], [-0.4232, 0.2994, 0.3436], [1.2214, -0.6973, -0.3235], [0.2279, 1.0038, -1.1283], [0.1821, 0.8851, 0.6734], [0.4593, -0.4833, 0.6838], [0.8385, 0.2593, 0.0146], [0.4309, 0.9134, -0.6634], [-1.7004, -1.8658, -0.4916], [-0.5474, -0.7996, 0.8726], [0.0230, 0.9547, 2.0703], [0.1886, 1.5842, 0.3016], [0.2315, -2.2138, 0.3620], [-0.0848, 0.8878, 0.7272], [0.3346, -1.1328, -0.3702], [-1.3134, -0.7605, -0.6634], [0.2384, 1.3450, -2.6356], [-0.2938, -1.5378, -0.0965], [-1.0516, 0.0720, -0.5866], [-0.2124, -0.1676, -1.3890], [-0.6599, 0.8510, 0.1974], [-0.5134, -0.8636, 0.8415], [0.6164, -0.2088, 0.0407], [0.1597, -0.6226, -1.1992], [0.2991, 0.6947, 0.4552], [0.5824, 0.1644, -0.3139], [-0.4482, 0.7354, 0.5032], [0.1232, 0.1904, -0.2909], [-0.1516, 0.8847, 0.1528], [0.8198, -0.0957, 0.0869], [1.1476, 1.0132, 0.3376], [-0.1626, -0.3688, 0.2284], [0.1254, 0.7820, 0.4956], [0.0940, -0.0434, -0.0618], [-0.2712, -1.0391, 0.2529], [-0.1092, 0.2261, -0.7276], [0.4502, -0.0779, -0.4125], [0.4308, 0.2299, 0.8613], [-0.3293, -0.1637, 0.2383]], "nbo_charge": [1.035, -0.872, -0.912, -0.658, -0.553, 0.938, 2.267, -0.139, 0.643, -0.961, -0.954, -0.523, -0.344, -0.550, -0.541, -0.359, -0.380, -0.784, 0.096, -0.167, -0.090, -0.265, -0.401, -0.067, -0.011, -0.095, -0.001, -0.088, 0.071, -0.039, -0.216, -0.402, -0.084, 0.055, -0.220, -0.208, -0.397, 0.212, 0.199, 0.246, 0.214, 0.221, 0.210, 0.248, 0.213, 0.299, 0.210, 0.232, 0.205, 0.203, 0.197, 0.208, 0.222, 0.198, 0.228, 0.211], "total_charge": -2, "molar_mass_g_mol": 965.96, "multiplicity": 5, "total_energy_ev": -367805.1781}



# 3
{"formula": "C3H10N2O3", "method": "ωB97M-V/def2-TZVPD", "symbols": ["O", "O", "O", "N", "N", "C", "C", "C", "H", "H", "H", "H", "H", "H", "H", "H", "H", "H"], "coordinates": [[0.9424, 0.6361, 1.1752], [1.4852, 0.5507, -1.0232], [0.2723, -1.8383, 1.2114], [2.1812, -2.0726, -0.0844], [0.9670, -1.3840, 0.0648], [-1.5433, 0.4023, -0.5629], [1.0646, 0.0162, -0.0009], [-1.7446, 1.8210, -0.0521], [2.3838, -2.1770, -1.0707], [-1.5378, 2.5465, -0.8373], [-1.6482, -0.3217, 0.2406], [-0.5666, 0.3400, -1.1473], [-2.2851, 0.1517, -1.3244], [1.0859, 1.5852, 1.0439], [-0.1563, -2.6574, 0.9235], [2.9595, -1.5979, 0.3746], [-2.7719, 1.9701, 0.2821], [-1.0882, 2.0290, 0.7870]], "forces_ev_per_angstrom": [[-0.5162, -0.1516, 0.0113], [-0.4812, -0.6087, 1.5790], [0.3293, 0.2851, 0.0955], [0.0950, 0.1391, -0.0485], [-0.5864, -0.5655, -0.0569], [0.5523, 0.2489, -1.4204], [2.6639, 0.5593, -0.8571], [-0.2285, -0.0571, -0.1708], [-0.1227, 0.0379, 0.0623], [-0.0161, 0.0850, -0.0028], [0.3486, -0.1494, -0.0470], [-1.7386, -0.1735, 1.0027], [-0.2200, 0.0517, 0.1184], [-0.0145, -0.1089, -0.2265], [0.1227, 0.2370, -0.1704], [-0.2074, -0.0097, -0.0605], [0.0224, 0.0768, 0.0629], [-0.0024, 0.1033, 0.1288]], "nbo_charge": [-0.663, -0.624, -0.558, -0.640, -0.100, -0.640, 0.881, -0.605, 0.375, 0.204, 0.214, 0.228, 0.208, 0.505, 0.477, 0.346, 0.205, 0.189], "molar_mass_g_mol": 122.12, "total_energy_ev": -12393.2884, "de_lowest_kj_mol": 332.55, "smiles": "NN(O)C(=O)O.CC"}